No. 1
Computed, not measured: C14H18CuINO4 as an isolated structure, with ωB97M-V/def2-TZVPD.

The multiplicity is 2. Its gap between HOMO and LUMO (spin up / spin down) is 7.1 / 3.2 eV. As for the energy above the lowest of the compared OMol25 structures with the same formula, charge and spin: 0.00 kcal/mol. The value obtained for the LUMO energy (spin up / spin down) is -0.3090 / -0.4537 hartree. Its expectation value of S² is 0.76. The calculation puts the HOMO energy (spin up / spin down) at -15.5 / -15.5 eV. As for the charge: +2.

Element x y z (Å)
C 3.59 -0.79 -0.30
C 4.05 0.32 -1.25
C 3.13 1.52 -1.41
O 1.91 1.26 -2.17
C 0.90 0.73 -1.52
C 0.46 1.06 -0.24
C -0.65 0.43 0.34
C -1.00 0.86 1.74
I -0.82 -0.87 3.03
C -2.32 1.61 1.87
C -2.69 1.82 3.34
C -1.32 -0.54 -0.41
C -2.47 -1.34 0.05
C -1.92 -2.71 0.42
O -0.73 -2.91 0.44
N -0.90 -0.80 -1.66
C -1.65 -1.86 -2.48
O -1.11 -2.96 -2.49
O -2.68 -1.47 -2.99
C 0.16 -0.22 -2.23
H 3.22 -0.39 0.64
H 2.73 -1.29 -0.83
H 4.30 -1.58 -0.15
H 4.36 -0.09 -2.20
H 4.96 0.74 -0.82
H 3.67 2.27 -1.98
H 2.93 1.96 -0.44
H 1.02 1.82 0.27
H -0.22 1.53 2.07
H -3.13 1.12 1.34
H -2.13 2.59 1.44
H -1.78 1.94 3.93
H -3.31 2.70 3.47
H -3.22 0.95 3.74
H -2.92 -0.92 0.94
H -3.26 -1.41 -0.70
H -2.65 -3.46 0.72
H 0.46 -0.46 -3.24
Cu 1.06 -1.17 -0.32


No. 2
Computed, not measured: a 3-piece molecular cluster, C16H38B3NO13PS2 overall, with ωB97M-V/def2-TZVPD.

Its gap between HOMO and LUMO is 6.6 eV. As for the energy above the lowest of the compared OMol25 structures with the same formula, charge and spin: 0.00 kcal/mol. The value obtained for the LUMO energy is 0.0794 hartree. The calculation puts the HOMO energy at -4.5 eV. As for the charge: -1.

Element x y z (Å)
C -4.73 -1.11 -1.54
O -3.70 -1.58 -0.68
C -2.40 -1.50 -1.27
C -1.44 -0.63 -0.46
C -1.07 -1.39 0.83
C 0.20 -2.25 0.71
C 1.51 -1.46 0.88
C 2.56 -1.76 -0.20
C 3.50 -0.59 -0.59
N 3.52 0.50 0.39
O -0.29 -0.42 -1.29
B -0.58 0.78 -2.14
C 0.64 1.85 -2.26
B 0.45 2.86 -3.44
O -0.64 3.70 -3.46
O 1.36 2.99 -4.50
P -0.90 0.02 -4.02
S -2.41 0.64 -5.16
O -1.83 1.34 -1.59
C -1.99 0.81 -0.32
S -0.90 1.71 0.95
B -3.47 0.94 0.25
O -4.43 1.55 -0.51
O -3.82 0.51 1.53
H -5.60 -0.88 -0.92
H -5.00 -1.89 -2.26
H -4.43 -0.21 -2.09
H -2.49 -1.17 -2.31
H -1.96 -2.51 -1.28
H -0.97 -0.71 1.68
H -1.91 -2.05 1.07
H 0.21 -2.76 -0.26
H 0.14 -3.04 1.47
H 1.26 -0.40 0.86
H 1.94 -1.68 1.86
H 2.05 -2.09 -1.11
H 3.17 -2.60 0.14
H 3.21 -0.24 -1.59
H 4.52 -0.96 -0.68
H 4.26 1.14 0.17
H 2.65 1.03 0.33
H 0.67 2.44 -1.34
H 1.61 1.35 -2.37
H -0.86 3.96 -4.36
H 1.60 2.13 -4.86
H -0.96 -1.38 -3.90
H 0.33 0.09 -4.72
H -1.54 2.88 0.80
H -5.28 1.48 -0.08
H -3.73 -0.45 1.59
C -7.45 2.23 7.27
O -7.13 2.97 6.09
C -6.13 2.44 5.38
O -5.52 1.44 5.67
O -5.93 3.20 4.32
C -4.87 2.76 3.44
H -8.27 2.77 7.74
H -7.76 1.22 7.03
H -6.59 2.19 7.95
H -5.08 1.77 3.05
H -3.92 2.75 3.97
H -4.84 3.48 2.64
C 9.04 -3.35 -3.05
O 9.32 -3.18 -1.65
C 8.47 -2.35 -1.03
O 7.55 -1.78 -1.54
O 8.83 -2.27 0.25
C 7.98 -1.42 1.03
H 9.79 -4.04 -3.41
H 8.04 -3.77 -3.19
H 9.10 -2.40 -3.57
H 6.95 -1.78 1.01
H 8.00 -0.40 0.64
H 8.38 -1.45 2.03


No. 3
Computed, not measured: a 2-piece molecular cluster, C4H8O2 overall, with ωB97M-V/def2-TZVPD.

Its gap between HOMO and LUMO is 11.5 eV. As for the energy above the lowest of the compared OMol25 structures with the same formula, charge and spin: 28.79 kcal/mol. The value obtained for the LUMO energy is 0.0412 hartree. The calculation puts the HOMO energy at -10.4 eV.

Element x y z (Å)
C -1.99 0.00 -0.04
C -0.62 0.44 0.46
C 0.49 0.18 -0.54
O 1.68 0.76 -0.04
C 2.91 -1.21 0.99
O 2.22 -1.52 1.83
H -2.01 -1.08 -0.25
H -2.77 0.18 0.72
H -2.28 0.53 -0.95
H -0.37 -0.07 1.40
H -0.63 1.52 0.68
H 0.61 -0.91 -0.69
H 0.24 0.62 -1.52
H 2.45 0.33 -0.44


No. 4
Computed, not measured: one molecule with the formula H3PS, with ωB97M-V/def2-TZVPD.

Its gap between HOMO and LUMO is 9.6 eV. As for the energy above the lowest of the compared OMol25 structures with the same formula, charge and spin: 10.10 kcal/mol. The value obtained for the LUMO energy is 0.0238 hartree. The SMILES is [PH3]=S. The calculation puts the HOMO energy at -9.0 eV.

Element x y z (Å)
P 0.06 0.03 -0.06
S 0.95 1.04 1.40
H -0.58 0.75 -1.03
H 0.58 -1.09 -0.69
H -1.01 -0.72 0.38